1.
{
  "formula": "C20H20N5OPt",
  "method": "ωB97M-V/def2-TZVPD",
  "e_homo_ev": [-17.558, -18.611],
  "multiplicity": 5,
  "total_energy_ha": -1241.3185,
  "total_charge": 3,
  "largest_force_ev_per_a": 1.29,
  "orbital_gap_ev": [8.402, 5.226],
  "symbols": ["Pt", "C", "C", "C", "C", "C", "N", "C", "C", "C", "C", "C", "C", "C", "N", "C", "C", "C", "N", "C", "C", "N", "C", "C", "C", "N", "H", "H", "H", "H", "H", "H", "H", "H", "H", "H", "H", "H", "H", "H", "H", "H", "H", "H", "O", "H", "H"],
  "coordinates": [[-0.315, 0.866, -2.138], [-3.993, -3.545, 1.684], [-2.985, -2.586, 1.231], [-1.628, -2.743, 1.588], [-0.687, -1.834, 1.197], [-1.022, -0.680, 0.432], [-0.054, 0.186, 0.074], [1.050, 0.495, 0.779], [0.977, 0.558, 2.203], [2.061, 0.864, 2.976], [3.312, 1.155, 2.384], [4.479, 1.501, 3.193], [3.390, 1.138, 0.982], [2.312, 0.832, 0.172], [2.540, 0.841, -1.220], [3.746, 0.676, -1.818], [3.615, 0.989, -3.156], [2.280, 1.343, -3.318], [1.641, 1.225, -2.151], [-2.399, -0.540, 0.026], [-3.328, -1.484, 0.427], [-2.879, 0.561, -0.721], [-4.099, 1.127, -0.598], [-4.235, 2.086, -1.592], [-3.046, 2.044, -2.306], [-2.236, 1.115, -1.782], [-3.661, -4.089, 2.567], [-4.169, -4.307, 0.911], [-4.966, -3.082, 1.855], [-1.336, -3.599, 2.178], [0.350, -1.975, 1.460], [0.024, 0.357, 2.669], [1.971, 0.881, 4.052], [4.403, 1.128, 4.214], [4.558, 2.596, 3.285], [5.416, 1.189, 2.728], [4.336, 1.406, 0.534], [4.617, 0.318, -1.304], [4.383, 0.960, -3.903], [1.763, 1.689, -4.200], [-4.356, -1.387, 0.107], [-4.793, 0.869, 0.179], [-5.080, 2.721, -1.773], [-2.750, 2.629, -3.159], [0.339, -1.243, -3.363], [0.585, -1.168, -4.294], [-0.130, -2.084, -3.288]],
  "lowdin_charge": [1.3591, 0.0150, -0.1731, 0.0540, 0.0395, -0.1720, 0.0505, -0.1590, 0.0380, 0.0560, -0.1733, 0.0132, 0.0782, -0.0542, -0.0497, 0.0231, 0.0336, -0.0824, -0.1753, -0.0722, 0.0837, -0.0626, 0.0346, 0.0399, -0.0562, -0.1862, 0.1120, 0.1380, 0.1155, 0.1483, 0.1384, 0.1384, 0.1483, 0.1124, 0.1401, 0.1146, 0.1383, 0.1497, 0.1329, 0.1359, 0.1447, 0.1541, 0.1350, 0.1372, -0.0945, 0.0785, 0.0799]
}

---

2.
{
  "formula": "C20H20N6O2S4Ti",
  "method": "ωB97M-V/def2-TZVPD",
  "e_above_lowest_kj_mol": 16.5,
  "e_homo_ev": -13.525,
  "multiplicity": 1,
  "total_energy_ha": -3694.8249,
  "total_charge": 2,
  "largest_force_ev_per_a": 2.20,
  "orbital_gap_ev": 6.461,
  "symbols": ["Ti", "S", "C", "C", "C", "C", "C", "C", "S", "C", "C", "C", "C", "C", "C", "C", "S", "C", "C", "C", "C", "C", "C", "S", "N", "H", "H", "H", "H", "H", "H", "H", "H", "H", "H", "H", "H", "H", "H", "H", "N", "N", "C", "N", "N", "N", "O", "O", "H", "H", "H", "H", "H"],
  "coordinates": [[-0.507, 0.102, -0.128], [-2.333, -0.982, -1.339], [-3.211, 1.054, 0.497], [-4.536, 0.734, 0.567], [-5.314, 1.434, 1.486], [-4.761, 2.423, 2.286], [-3.410, 2.737, 2.183], [-2.625, 2.025, 1.294], [-0.883, 2.347, 1.029], [-0.069, 1.819, 2.563], [1.156, 0.988, 2.281], [2.118, 0.933, 3.266], [3.171, 0.048, 3.145], [3.233, -0.757, 2.023], [2.270, -0.637, 1.046], [2.353, -1.537, -0.153], [0.700, -2.005, -0.761], [0.294, -3.091, 0.596], [0.848, -4.369, 0.546], [0.658, -5.238, 1.603], [-0.090, -4.824, 2.700], [-0.650, -3.558, 2.737], [-0.468, -2.666, 1.680], [-1.323, -1.129, 1.751], [1.234, 0.241, 1.146], [-4.954, -0.036, -0.071], [-6.368, 1.201, 1.564], [-5.384, 2.963, 2.987], [-2.976, 3.523, 2.789], [-0.781, 1.230, 3.135], [0.204, 2.701, 3.133], [2.014, 1.560, 4.142], [3.918, -0.031, 3.926], [4.026, -1.482, 1.901], [2.885, -2.450, 0.093], [2.886, -1.068, -0.960], [1.412, -4.684, -0.327], [1.080, -6.235, 1.566], [-0.251, -5.501, 3.530], [-1.253, -3.251, 3.583], [1.864, 0.511, -2.389], [1.410, 1.437, -3.305], [0.242, 2.075, -3.139], [-0.097, 2.889, -4.120], [-0.488, 1.806, -2.013], [-1.583, 2.585, -1.714], [-2.022, 3.360, -2.515], [-2.299, 0.440, -0.382], [2.692, 0.883, -1.937], [2.124, -0.315, -2.912], [1.975, 1.646, -4.111], [0.522, 3.060, -4.897], [-0.952, 3.403, -4.016]],
  "lowdin_charge": [0.5549, 0.7637, -0.3517, 0.0228, -0.0154, -0.0320, -0.0402, -0.4165, 1.0621, -0.3557, -0.3133, 0.0175, 0.0190, 0.0199, -0.2902, -0.3326, 0.9509, -0.5046, -0.0873, -0.0455, -0.0367, -0.0858, -0.5911, 0.8059, -0.0194, 0.1321, 0.1284, 0.1249, 0.1291, 0.0848, 0.1012, 0.1389, 0.1365, 0.1376, 0.1030, 0.0631, 0.1209, 0.1220, 0.1233, 0.1154, 0.0399, -0.0078, -0.3687, 0.2324, -0.0115, -0.1318, 0.0212, -0.8524, 0.1104, 0.1053, 0.1664, 0.1417, 0.0952]
}

---

3.
{
  "formula": "C20H20N8Pd",
  "method": "ωB97M-V/def2-TZVPD",
  "e_above_lowest_kj_mol": 3.4,
  "e_homo_ev": [-14.126, -14.116],
  "multiplicity": 3,
  "total_energy_ha": -1339.5728,
  "total_charge": 2,
  "largest_force_ev_per_a": 0.12,
  "orbital_gap_ev": [9.161, 6.608],
  "symbols": ["Pd", "C", "N", "C", "C", "N", "C", "C", "C", "C", "C", "C", "N", "C", "N", "C", "C", "C", "C", "C", "C", "N", "H", "H", "H", "H", "H", "H", "H", "H", "H", "H", "H", "H", "H", "H", "H", "N", "C", "H", "N", "C", "C", "C", "N", "H", "H", "H", "H"],
  "coordinates": [[1.516, 0.242, -0.202], [0.245, 2.259, -2.277], [1.344, 2.318, -1.291], [1.117, 3.304, -0.218], [0.187, 2.693, 0.786], [0.135, 1.394, 0.970], [-0.834, 1.157, 1.939], [-1.323, -0.035, 2.471], [-2.312, 0.065, 3.427], [-2.812, 1.312, 3.841], [-2.351, 2.495, 3.304], [-1.353, 2.388, 2.341], [-0.684, 3.342, 1.579], [-0.178, 0.849, -2.553], [0.090, -0.168, -1.764], [-0.586, -1.270, -2.298], [-0.696, -2.585, -1.850], [-1.459, -3.447, -2.609], [-2.104, -3.025, -3.783], [-2.016, -1.723, -4.227], [-1.248, -0.860, -3.454], [-0.963, 0.495, -3.584], [0.527, 2.763, -3.204], [-0.619, 2.794, -1.876], [2.214, 2.533, -1.764], [0.714, 4.246, -0.599], [2.076, 3.526, 0.253], [-0.973, -0.997, 2.117], [-2.727, -0.834, 3.861], [-3.588, 1.341, 4.594], [-2.750, 3.451, 3.615], [-0.831, 4.338, 1.609], [-0.221, -2.912, -0.937], [-1.572, -4.474, -2.291], [-2.690, -3.738, -4.347], [-2.521, -1.395, -5.125], [-1.292, 1.103, -4.317], [4.181, 1.088, 1.589], [3.284, 0.787, 0.936], [4.994, 1.348, 2.121], [1.486, -2.004, 2.074], [1.967, -3.213, 2.410], [2.456, -3.789, 1.260], [2.231, -2.839, 0.260], [1.636, -1.758, 0.760], [1.016, -1.338, 2.666], [1.911, -3.578, 3.422], [2.909, -4.759, 1.157], [2.468, -2.892, -0.791]],
  "lowdin_charge": [0.9630, -0.0882, -0.1010, -0.1098, -0.3032, 0.0594, -0.2027, -0.0235, -0.0517, -0.0473, 0.0135, -0.1638, 0.1982, -0.2994, 0.0479, -0.2023, -0.0134, -0.0554, -0.0516, 0.0082, -0.1690, 0.1910, 0.1438, 0.1412, 0.1323, 0.1390, 0.1306, 0.0981, 0.1177, 0.1203, 0.1257, 0.1836, 0.0905, 0.1156, 0.1185, 0.1237, 0.1828, 0.1978, -0.0697, 0.1257, 0.0010, -0.0509, -0.0261, -0.1414, -0.1047, 0.1349, 0.1355, 0.1152, 0.1201]
}

---

4.
{
  "formula": "C20H20O4RhS2Te",
  "method": "ωB97M-V/def2-TZVPD",
  "e_above_lowest_kj_mol": 80.6,
  "e_homo_ev": [-10.770, -10.864],
  "multiplicity": 5,
  "total_energy_ha": -2249.6381,
  "total_charge": 1,
  "largest_force_ev_per_a": 7.07,
  "orbital_gap_ev": [8.127, 5.441],
  "symbols": ["Rh", "C", "O", "C", "C", "C", "C", "C", "C", "O", "C", "O", "C", "H", "H", "H", "H", "H", "H", "H", "H", "H", "Te", "C", "C", "C", "C", "S", "H", "H", "H", "C", "S", "O", "C", "C", "C", "C", "C", "C", "H", "H", "H", "H", "H", "H", "H", "H"],
  "coordinates": [[-9.677, -9.220, 10.510], [-15.381, -6.596, 8.079], [-14.380, -5.656, 7.671], [-13.109, -5.998, 8.040], [-12.106, -5.076, 7.787], [-10.801, -5.446, 8.024], [-10.383, -6.670, 8.590], [-9.004, -6.915, 8.650], [-7.925, -6.104, 7.979], [-8.539, -7.854, 9.293], [-11.427, -7.557, 8.902], [-11.221, -8.798, 9.291], [-12.803, -7.256, 8.577], [-16.332, -6.285, 7.826], [-15.304, -6.760, 9.172], [-15.243, -7.543, 7.637], [-12.315, -4.069, 7.352], [-9.992, -4.690, 7.675], [-7.453, -5.542, 8.764], [-8.111, -5.577, 7.074], [-7.213, -6.813, 7.617], [-13.391, -8.022, 8.673], [-9.086, -11.889, 9.968], [-9.848, -12.860, 11.645], [-9.632, -14.186, 11.951], [-10.398, -14.533, 13.145], [-11.296, -13.569, 13.528], [-11.048, -12.071, 12.629], [-8.979, -14.891, 11.448], [-10.312, -15.446, 13.723], [-11.936, -13.629, 14.436], [-7.087, -9.886, 13.675], [-8.280, -8.479, 13.428], [-9.450, -9.018, 12.591], [-7.305, -7.322, 12.506], [-7.892, -6.084, 12.237], [-7.170, -5.025, 11.651], [-5.823, -5.296, 11.212], [-5.224, -6.513, 11.538], [-6.026, -7.573, 12.121], [-7.024, -10.441, 12.747], [-7.587, -10.622, 14.315], [-6.175, -9.541, 14.136], [-8.900, -5.928, 12.601], [-7.547, -4.013, 11.594], [-5.145, -4.527, 10.872], [-4.244, -6.765, 11.221], [-5.592, -8.524, 12.121]],
  "lowdin_charge": [0.8741, -0.0487, -0.0419, -0.2513, -0.0058, -0.0162, -0.1287, -0.3811, 0.0196, -0.0918, -0.2906, -0.2269, 0.0808, 0.0724, 0.1138, 0.0796, 0.1413, 0.1463, 0.0777, 0.0774, 0.0885, 0.0542, 1.0752, -1.0433, -0.2037, -0.1692, -0.3621, 0.9109, 0.1060, 0.1081, 0.0931, -0.1914, 1.0188, -0.6875, -0.4348, -0.0830, -0.0314, -0.0519, -0.0231, -0.0631, 0.0479, 0.0633, 0.0623, 0.1138, 0.1108, 0.1080, 0.0980, 0.0854]
}

---

5.
{
  "formula": "C20H21AsF3N2O9P2SnTe",
  "method": "ωB97M-V/def2-TZVPD",
  "e_above_lowest_kj_mol": 0.7,
  "e_homo_ev": -4.107,
  "multiplicity": 1,
  "total_energy_ha": -5262.3003,
  "total_charge": -1,
  "largest_force_ev_per_a": 0.18,
  "orbital_gap_ev": 6.367,
  "symbols": ["Sn", "O", "P", "O", "O", "O", "P", "O", "O", "O", "H", "H", "O", "As", "C", "C", "C", "C", "C", "C", "C", "C", "C", "C", "C", "C", "C", "C", "C", "C", "C", "C", "H", "H", "H", "H", "H", "H", "H", "H", "H", "H", "H", "H", "H", "H", "H", "Te", "N", "C", "N", "O", "H", "H", "H", "H", "F", "C", "F", "F"],
  "coordinates": [[-2.068, -0.912, 1.109], [-4.821, 1.033, 4.180], [-3.335, 0.743, 3.645], [-2.402, 0.506, 4.753], [-3.519, -0.280, 2.523], [-3.025, 2.152, 2.885], [-1.854, 2.454, 1.834], [-2.648, 3.184, 0.653], [-0.806, 3.348, 2.341], [-1.379, 1.080, 1.313], [-4.767, 1.175, 5.132], [-3.291, 2.577, 0.260], [-0.646, -0.623, -0.609], [0.847, 0.110, -0.393], [1.749, 0.144, 1.301], [1.513, 1.186, 2.188], [2.175, 1.199, 3.408], [3.069, 0.191, 3.729], [3.315, -0.838, 2.829], [2.653, -0.867, 1.614], [0.751, 1.899, -1.048], [1.799, 2.792, -0.859], [1.687, 4.084, -1.350], [0.534, 4.473, -2.017], [-0.511, 3.578, -2.197], [-0.406, 2.283, -1.713], [1.986, -0.913, -1.557], [2.823, -0.324, -2.494], [3.607, -1.125, -3.316], [3.552, -2.506, -3.196], [2.713, -3.093, -2.256], [1.923, -2.300, -1.437], [0.802, 1.975, 1.976], [1.960, 1.995, 4.108], [3.570, 0.197, 4.690], [4.004, -1.633, 3.082], [2.828, -1.687, 0.932], [2.682, 2.492, -0.307], [2.490, 4.792, -1.193], [0.442, 5.488, -2.383], [-1.419, 3.895, -2.692], [-1.221, 1.577, -1.818], [2.858, 0.754, -2.591], [4.256, -0.669, -4.053], [4.164, -3.128, -3.837], [2.675, -4.171, -2.159], [1.258, -2.749, -0.703], [-0.659, -2.790, 2.232], [-2.448, -5.045, -1.752], [-2.270, -3.712, -1.398], [-1.290, -3.066, -2.096], [-2.949, -3.187, -0.535], [-2.304, -5.272, -2.722], [-3.289, -5.432, -1.354], [-0.539, -3.627, -2.460], [-1.021, -2.163, -1.713], [-3.302, -0.571, -1.667], [-3.655, -0.432, -0.369], [-4.788, -1.131, -0.202], [-4.052, 0.890, -0.270]],
  "lowdin_charge": [0.7206, -0.1168, 0.2117, -0.2735, -0.4084, -0.2412, 0.2295, -0.1119, -0.2643, -0.4241, 0.0714, 0.0487, -0.6005, 1.2593, -0.3131, -0.0845, -0.0503, -0.0760, -0.0854, -0.1269, -0.2998, -0.0963, -0.0780, -0.0779, -0.0671, -0.0771, -0.2806, -0.0801, -0.0861, -0.0904, -0.0789, -0.1191, 0.0658, 0.1127, 0.1006, 0.1011, 0.0884, 0.1100, 0.1015, 0.1010, 0.1076, 0.1047, 0.0976, 0.1003, 0.0991, 0.1053, 0.0794, 0.1548, 0.1361, -0.6606, 0.1694, -0.0419, 0.0820, 0.0944, 0.0863, 0.0479, 0.0535, -0.6196, 0.0734, 0.0161]
}